Model i:
The following is a DFT calculation (ωB97M-V/def2-TZVPD) of 2 unconnected molecules or ions with the total composition CH2N2O2S.

Output
Orbital gap ... 0.3506 hartree
E_LUMO ... -0.004 Eh
SMILES string ... N=C=S.O=NO
HOMO level ... -9.66 eV
Spin multiplicity ... 1

```
8
CH2N2O2S, DFT ωB97M-V/def2-TZVPD
S -0.469 2.210 0.272
O -0.060 -1.792 -0.125
O -1.281 -1.020 -1.678
N 1.192 0.752 1.771
N -0.087 -0.942 -0.948
C 0.442 1.218 1.013
H 1.578 -0.175 1.884
H -1.314 -0.251 -2.190
```

Model ii:
The following is a DFT calculation (ωB97M-V/def2-TZVPD) of a molecular structure, CH2N2O2S.

Output
Orbital gap (spin up / spin down) ... 0.2740 / 0.2569 hartree
E_LUMO (spin up / spin down) ... -0.054 / -0.046 Eh
HOMO level (spin up / spin down) ... -8.92 / -8.24 eV
Spin multiplicity ... 1

```
8
CH2N2O2S, DFT ωB97M-V/def2-TZVPD
S -1.886 0.372 -2.045
O -2.417 0.473 -0.643
O 1.374 0.304 -3.505
N 0.238 0.128 -0.070
N 1.071 0.246 -2.357
C 0.328 0.137 -1.388
H 0.267 -0.801 0.465
H -0.377 0.914 0.382
```

Model iii:
The following is a DFT calculation (ωB97M-V/def2-TZVPD) of a single CH2N2O2S molecule.

Output
Orbital gap ... 0.3318 hartree
E_LUMO ... 0.002 Eh
SMILES string ... [H]/N=C/OSN=O
HOMO level ... -8.99 eV
Spin multiplicity ... 1

```
8
CH2N2O2S, DFT ωB97M-V/def2-TZVPD
S -2.379 -1.247 1.259
O -3.940 -2.064 -0.489
O -0.785 -1.556 1.132
N -0.826 0.442 0.079
N -2.799 -1.985 -0.072
C -0.154 -0.473 0.589
H -0.243 1.036 -0.396
H 0.837 -0.383 0.920
```

Least stable = model ii

Model i:
The following is a DFT calculation (ωB97M-V/def2-TZVPD) of a gas-phase ion, C5H11N2O2 (charge +1).

Output
Orbital gap ... 0.4480 hartree
E_LUMO ... -0.114 Eh
SMILES string ... C[C@@H]1OC(=O)N[N+]1(C)C
Charge ... +1
HOMO level ... -15.28 eV
Spin multiplicity ... 1

```
20
C5H11N2O2, DFT ωB97M-V/def2-TZVPD
O 1.772 1.083 0.265
O 3.493 -0.277 -0.186
N -0.010 -0.442 -0.025
N 1.305 -1.053 -0.066
C 0.229 0.938 0.550
C -0.654 1.996 0.057
C -0.895 -1.121 0.937
C -0.693 -0.569 -1.413
C 2.356 -0.080 -0.038
H -0.775 -0.846 1.916
H -1.017 1.829 -1.026
H 0.397 0.697 1.669
H 0.174 -0.510 -2.074
H -0.827 -2.288 0.959
H -1.375 0.173 -1.440
H 0.001 2.826 0.102
H 1.229 -2.032 -0.085
H -2.042 -0.831 0.767
H -1.202 -1.482 -1.564
H -1.467 1.989 0.696
```

Model ii:
The following is a DFT calculation (ωB97M-V/def2-TZVPD) of a gas-phase ion, C5H11N2O2 (charge +1).

Output
Orbital gap ... 0.3997 hartree
E_LUMO ... -0.127 Eh
SMILES string ... CO[C@@H]1NC(=O)C[N@H+]1C
Charge ... +1
HOMO level ... -14.32 eV
Spin multiplicity ... 1

```
20
C5H11N2O2, DFT ωB97M-V/def2-TZVPD
O 1.280 0.776 0.675
O -2.897 1.096 0.207
N -0.121 -1.036 0.350
N -0.740 0.945 -0.660
C 0.534 0.155 -0.301
C 2.096 1.795 0.112
C -1.777 0.618 0.195
C -1.238 -0.502 1.097
C -0.462 -2.028 -0.707
H -0.864 -1.453 -1.610
H 1.493 2.390 -0.664
H 0.469 -2.411 -0.965
H 2.865 1.384 -0.533
H 0.674 -1.457 1.026
H -0.822 1.525 -1.494
H -2.017 -1.320 1.539
H -0.994 -2.834 -0.147
H 2.420 2.418 1.047
H 1.150 0.043 -1.227
H -1.048 -0.105 2.063
```

Least stable = model i

Model i:
The following is a DFT calculation (ωB97M-V/def2-TZVPD) of a single C4H5FN2 molecule.

Output
Orbital gap ... 0.3444 hartree
E_LUMO ... 0.034 Eh
SMILES string ... F[C@H]1[C@H]2C=NN[C@@H]12
HOMO level ... -8.46 eV
Spin multiplicity ... 1

```
12
C4H5FN2, DFT ωB97M-V/def2-TZVPD
F 1.646 0.207 -0.999
N -1.018 -0.969 -0.373
N -1.578 0.262 -0.551
C 0.150 0.556 0.993
C -0.881 1.151 0.084
C 0.009 -0.905 0.635
C 1.294 -0.173 0.258
H -1.112 2.209 0.026
H 2.090 -0.357 0.908
H 0.097 -1.834 1.151
H -1.652 -1.686 -0.379
H 0.501 0.983 1.925
```

Model ii:
The following is a DFT calculation (ωB97M-V/def2-TZVPD) of a single C4H5FN2 molecule.

Output
Orbital gap ... 0.3395 hartree
E_LUMO ... 0.010 Eh
HOMO level ... -8.96 eV
Spin multiplicity ... 1

```
12
C4H5FN2, DFT ωB97M-V/def2-TZVPD
F 2.682 -0.209 -0.907
N -0.888 1.177 -1.173
N -1.631 -0.602 0.164
C 0.571 0.044 0.143
C 1.953 0.439 0.125
C -0.324 -0.772 0.541
C -1.845 0.463 -0.742
H -2.338 -1.062 0.607
H 0.082 -1.459 1.355
H 2.452 -0.051 1.010
H 2.126 1.530 0.052
H -2.839 0.502 -1.176
```

Model iii:
The following is a DFT calculation (ωB97M-V/def2-TZVPD) of a single C4H5FN2 molecule.

Output
Orbital gap ... 0.3077 hartree
E_LUMO ... 0.005 Eh
HOMO level ... -8.23 eV
Spin multiplicity ... 1

```
12
C4H5FN2, DFT ωB97M-V/def2-TZVPD
F -3.020 1.248 0.279
N -1.429 -1.891 0.161
N -2.459 -1.649 -0.243
C -0.720 0.851 -0.027
C 0.270 -0.196 -0.360
C -0.227 -1.571 0.286
C -2.116 0.567 -0.398
H 0.390 -0.305 -1.432
H -0.854 1.651 -0.782
H -0.579 1.336 0.977
H 1.339 0.108 -0.149
H 0.462 -2.173 0.855
```

Least stable = model iii

Model i:
The following is a DFT calculation (ωB97M-V/def2-TZVPD) of 2 unconnected molecules or ions with the total composition C11H14OS2.

Output
Orbital gap (spin up / spin down) ... 0.2687 / 0.2575 hartree
E_LUMO (spin up / spin down) ... 0.019 / 0.006 Eh
HOMO level (spin up / spin down) ... -6.79 / -6.85 eV
Spin multiplicity ... 1

```
28
C11H14OS2, DFT ωB97M-V/def2-TZVPD
S -1.396 -0.347 1.353
S -1.637 0.955 -1.278
O -2.065 -2.319 -0.884
C -2.855 1.541 -0.095
C 3.511 1.614 0.390
C -0.584 0.212 -0.104
C 1.485 0.649 1.359
C 1.669 0.966 -0.998
C -3.025 0.472 0.922
C 2.978 1.460 -0.892
C -0.799 -2.079 -1.126
C 0.860 0.651 0.079
C 0.363 -2.842 -0.546
C 2.838 1.175 1.516
H -3.580 -0.421 0.464
H 0.405 -3.876 -0.882
H 0.484 -2.868 0.648
H 3.358 1.742 -1.824
H 1.163 0.976 -1.937
H -2.646 2.575 0.222
H 3.324 1.112 2.467
H -0.632 -1.891 -2.181
H 0.808 0.573 2.315
H -2.405 -2.208 0.102
H 1.238 -2.458 -0.973
H -3.830 1.818 -0.578
H 4.474 1.965 0.553
H -3.505 0.852 1.910
```

Model ii:
The following is a DFT calculation (ωB97M-V/def2-TZVPD) of 2 unconnected molecules or ions with the total composition C11H14OS2.

Output
Orbital gap ... 0.3251 hartree
E_LUMO ... 0.019 Eh
HOMO level ... -8.34 eV
Spin multiplicity ... 1

```
28
C11H14OS2, DFT ωB97M-V/def2-TZVPD
S 0.451 -0.400 2.418
S 0.113 2.223 1.262
O -0.255 2.726 -0.031
C -2.448 -1.043 1.075
C -0.109 0.589 -1.925
C 0.065 -0.129 -3.112
C 0.132 -0.099 -0.811
C 0.872 -2.064 -1.930
C -1.903 0.397 1.279
C 1.975 0.617 2.251
C 0.693 -1.371 -3.138
C 1.885 1.644 1.258
C -0.399 0.551 1.220
C 0.466 -1.425 -0.725
H 2.450 2.565 1.540
H -2.294 0.928 0.414
H -0.320 0.295 -4.058
H -2.454 -1.255 0.027
H 1.982 1.305 0.182
H -2.319 0.943 2.103
H 0.911 -1.704 -4.158
H 0.427 -1.954 0.258
H 2.115 1.178 3.146
H 0.964 -3.088 -1.882
H 2.809 -0.003 1.918
H -1.943 -1.888 1.686
H -3.574 -1.154 1.361
H -0.294 1.616 -1.629
```

Least stable = model ii

Model i:
The following is a DFT calculation (ωB97M-V/def2-TZVPD) of 2 unconnected molecules or ions with the total composition C17H19NO.

Output
Orbital gap ... 0.3001 hartree
E_LUMO ... 0.020 Eh
SMILES string ... Cc1c[nH]c2ccccc12.CCc1ccc(O)cc1
HOMO level ... -7.62 eV
Spin multiplicity ... 1

```
38
C17H19NO, DFT ωB97M-V/def2-TZVPD
O 2.556 2.534 -3.002
N -0.716 -0.369 4.755
C 1.043 -0.687 -2.258
C 2.001 1.323 -3.090
C 1.332 0.679 -2.026
C 0.564 -0.043 4.217
C 1.117 -1.323 -3.476
C -3.078 1.528 1.953
C 1.714 -0.652 -4.501
C 0.090 -3.493 -2.420
C 2.234 0.624 -4.300
C 0.404 0.753 3.024
C -0.986 0.798 2.786
C -1.702 1.511 1.758
C 1.260 1.665 2.345
C -1.698 0.253 3.869
C -3.080 0.300 4.048
C 0.254 -2.545 -3.631
C -3.756 0.982 3.023
H 1.356 1.060 -1.005
H -3.555 2.158 1.188
H 2.438 1.241 -5.111
H -1.223 2.207 1.049
H -0.877 -3.429 -1.937
H 1.305 2.671 2.876
H 0.937 1.834 1.323
H 2.266 3.271 -2.331
H 0.704 -3.262 -1.493
H 0.729 -3.162 -4.556
H 1.538 -0.109 4.716
H -3.386 -0.218 4.784
H 0.356 -4.563 -2.750
H 2.208 1.131 2.314
H -4.851 1.194 3.121
H 1.652 -1.247 -5.383
H -0.860 -0.797 5.642
H -0.758 -2.584 -4.073
H 0.469 -1.233 -1.448
```

Model ii:
The following is a DFT calculation (ωB97M-V/def2-TZVPD) of 2 unconnected molecules or ions with the total composition C17H19NO.

Output
Orbital gap ... 0.3262 hartree
E_LUMO ... 0.030 Eh
SMILES string ... Cc1c[nH]c2ccccc12.CCc1ccc(O)cc1
HOMO level ... -8.07 eV
Spin multiplicity ... 1

```
38
C17H19NO, DFT ωB97M-V/def2-TZVPD
O 3.472 1.961 2.595
N -2.577 1.122 -0.028
C -3.222 -0.161 -0.231
C 2.800 0.447 0.957
C -2.124 0.390 -2.114
C 1.891 -0.552 0.766
C -1.015 2.560 -1.483
C -1.783 1.359 -1.171
C 2.500 0.062 3.404
C 1.793 -3.938 1.242
C 1.748 -1.128 3.042
C -3.627 -1.805 -1.999
C -0.619 1.714 -3.591
C -0.341 2.703 -2.603
C -3.103 -0.516 -1.531
C 1.337 -1.351 1.787
C -1.506 0.634 -3.335
C 0.845 -2.753 1.353
C 3.091 0.706 2.280
H 2.606 -3.736 1.951
H 1.484 -4.812 1.491
H -4.752 -1.853 -1.826
H -3.097 1.812 0.441
H -3.815 -0.669 0.609
H -3.216 -2.720 -1.572
H 2.509 0.605 4.331
H -0.305 1.831 -4.627
H 0.372 -2.804 0.374
H -3.508 -1.990 -3.003
H -1.702 -0.025 -4.148
H 1.621 -0.946 -0.225
H 1.587 -1.946 3.986
H 0.141 3.585 -2.927
H 3.919 2.413 1.897
H 0.093 -2.948 2.211
H -0.974 3.288 -0.674
H 3.015 1.161 0.232
H 2.298 -4.019 0.283
```

Least stable = model ii

Model i:
The following is a DFT calculation (ωB97M-V/def2-TZVPD) of a gas-phase ion, C5H13NS (charge +1).

Output
Orbital gap (spin up / spin down) ... 0.3674 / 0.1852 hartree
E_LUMO (spin up / spin down) ... -0.117 / -0.296 Eh
Charge ... +1
HOMO level (spin up / spin down) ... -13.17 / -13.09 eV
Spin multiplicity ... 2

```
20
C5H13NS, DFT ωB97M-V/def2-TZVPD
S 1.540 -0.888 -2.081
N 0.562 0.615 2.156
C -0.656 0.695 1.286
C -0.192 0.563 -0.211
C 0.564 -0.744 -0.529
C -1.545 2.002 1.584
C 1.025 -2.410 -3.010
H -0.045 -1.536 -0.125
H 1.932 -2.829 -3.231
H 0.485 -2.234 -3.962
H 0.233 0.849 3.081
H 0.672 -3.140 -2.298
H -2.521 1.710 1.310
H -1.085 2.866 1.040
H 1.095 1.478 1.920
H -1.185 -0.299 1.502
H 1.572 -0.829 0.160
H 0.220 1.528 -0.489
H -1.127 0.607 -0.737
H -1.545 1.994 2.633
```

Model ii:
The following is a DFT calculation (ωB97M-V/def2-TZVPD) of a gas-phase ion, C5H13NS (charge +1).

Output
Orbital gap (spin up / spin down) ... 0.4229 / 0.1974 hartree
E_LUMO (spin up / spin down) ... -0.105 / -0.292 Eh
Charge ... +1
HOMO level (spin up / spin down) ... -14.37 / -13.31 eV
Spin multiplicity ... 2

```
20
C5H13NS, DFT ωB97M-V/def2-TZVPD
S -0.004 1.892 -0.702
N -0.146 -1.196 -0.562
C 1.248 0.215 1.229
C 1.127 -0.870 0.117
C 1.436 1.579 0.609
C -2.422 -1.664 -0.401
C -1.113 -1.877 0.306
H -0.509 2.985 -0.004
H -2.422 -2.284 -1.304
H 2.349 1.651 -0.119
H -2.656 -0.659 -0.420
H 0.173 -1.872 -1.286
H 2.057 -0.773 -0.514
H 1.540 2.554 1.210
H -1.127 -1.253 1.233
H -0.728 -2.934 0.540
H 0.434 0.276 2.050
H 2.183 0.024 1.806
H 1.379 -1.825 0.663
H -3.243 -2.076 0.142
```

Least stable = model ii

Model i:
The following is a DFT calculation (ωB97M-V/def2-TZVPD) of 2 unconnected molecules or ions with the total composition C2O2S.

Output
Orbital gap ... 0.4237 hartree
E_LUMO ... 0.026 Eh
HOMO level ... -10.83 eV
Spin multiplicity ... 1

```
5
C2O2S, DFT ωB97M-V/def2-TZVPD
S 1.794 -0.529 0.375
O -0.991 0.906 -1.919
O -0.418 -0.021 1.829
C -0.923 -0.141 -1.486
C 0.538 -0.214 1.201
```

Model ii:
The following is a DFT calculation (ωB97M-V/def2-TZVPD) of 2 unconnected molecules or ions with the total composition C2O2S.

Output
Orbital gap ... 0.4208 hartree
E_LUMO ... 0.026 Eh
HOMO level ... -10.75 eV
Spin multiplicity ... 1

```
5
C2O2S, DFT ωB97M-V/def2-TZVPD
S -1.319 1.437 -0.016
O 0.598 1.342 1.868
O 0.214 -1.103 -0.483
C -0.246 1.406 1.088
C 1.000 -0.419 -0.884
```

Least stable = model ii

Model i:
The following is a DFT calculation (ωB97M-V/def2-TZVPD) of a single C22H30N6O2 molecule.

Output
Orbital gap ... 0.3101 hartree
E_LUMO ... 0.024 Eh
SMILES string ... CCCCn1c(CN2CCN(c3ccccc3)CC2)nc2c1c(=O)n(C)c(=O)n2C
HOMO level ... -7.78 eV
Spin multiplicity ... 1

```
60
C22H30N6O2, DFT ωB97M-V/def2-TZVPD
O -4.643 2.019 0.246
O -2.069 -1.499 1.554
N -3.323 0.274 0.873
N -2.749 1.666 -0.938
N 2.549 0.452 -1.476
N 3.727 1.006 0.666
N -0.645 1.095 -2.005
N -0.140 -0.660 -0.732
C -1.626 0.915 -1.095
C 3.858 -0.154 -1.511
C 2.659 1.891 -1.369
C -2.999 2.789 -1.814
C 1.855 -0.957 3.167
C -4.254 -0.047 1.944
C 1.453 1.245 1.556
C -1.384 -4.809 -1.706
C -1.346 -0.174 -0.285
C 0.229 0.131 -1.762
C 4.473 0.022 -0.093
C 0.456 0.814 2.411
C -2.211 -0.568 0.784
C 1.556 0.016 -2.437
C 2.677 0.574 1.477
C -3.637 1.364 0.071
C 2.860 -0.525 2.324
C -1.175 -3.461 -1.029
C 0.552 -1.799 -0.185
C 3.543 2.194 -0.138
C 0.302 -3.074 -0.996
C 0.639 -0.297 3.214
H 1.255 2.108 0.942
H 3.103 2.332 -2.281
H 1.543 0.628 -3.351
H 1.618 -1.565 -0.148
H 3.124 2.992 0.474
H -0.856 -5.593 -1.167
H 4.539 2.512 -0.461
H -5.066 0.674 1.918
H 4.507 0.310 -2.274
H -0.150 -0.642 3.862
H 0.877 -3.879 -0.533
H 0.183 -1.937 0.834
H 5.512 0.360 -0.173
H -3.982 3.188 -1.575
H -2.441 -5.063 -1.730
H -2.237 3.554 -1.664
H 2.029 -1.814 3.800
H 3.808 -1.041 2.341
H 1.653 2.298 -1.257
H -3.734 -0.004 2.901
H -2.962 2.454 -2.850
H -0.480 1.354 2.441
H -1.557 -3.496 -0.008
H -4.636 -1.058 1.802
H 1.753 -1.022 -2.712
H -1.739 -2.697 -1.569
H 0.667 -2.947 -2.018
H 4.466 -0.930 0.433
H -1.014 -4.787 -2.729
H 3.763 -1.215 -1.751
```

Model ii:
The following is a DFT calculation (ωB97M-V/def2-TZVPD) of a single C22H30N6O2 molecule.

Output
Orbital gap ... 0.3185 hartree
E_LUMO ... 0.018 Eh
SMILES string ... CCC(C)(C)n1nnnc1[C@H](c1cc2ccc(OC)cc2[nH]c1=O)N1CCCCC1
HOMO level ... -8.19 eV
Spin multiplicity ... 1

```
60
C22H30N6O2, DFT ωB97M-V/def2-TZVPD
O 0.231 -2.174 -0.313
O 7.134 -0.750 0.316
N -1.747 -0.813 2.827
N -0.817 1.942 -0.229
N -2.611 -1.397 2.115
N -2.396 -1.074 0.832
N -0.930 -0.094 2.078
N 2.410 -1.672 -0.063
C 1.090 -1.311 -0.191
C -1.712 4.648 0.206
C -0.494 4.061 0.910
C -3.240 -1.761 -0.145
C 5.582 0.981 0.111
C 1.860 1.004 -0.171
C 3.214 0.571 -0.065
C 4.304 1.453 -0.014
C 7.465 -2.115 0.416
C -2.029 2.407 -0.874
C -1.322 -0.243 0.827
C -2.907 -3.257 0.029
C 0.838 0.122 -0.198
C 5.831 -0.401 0.192
C 4.773 -1.291 0.140
C -0.681 2.556 1.081
C -0.625 0.503 -0.276
C -1.928 3.913 -1.112
C 3.469 -0.810 0.010
C -2.970 -1.309 -1.573
C -4.688 -1.444 0.240
C -3.667 -4.204 -0.891
H -3.682 -1.795 -2.234
H -3.106 -0.235 -1.676
H 4.927 -2.358 0.197
H -3.394 -5.228 -0.648
H 8.549 -2.148 0.515
H -1.574 2.380 1.705
H -3.418 -4.031 -1.934
H -4.884 -1.774 1.256
H 0.169 2.110 1.596
H -1.081 4.102 -1.774
H -0.355 4.523 1.888
H 0.398 4.249 0.310
H 1.658 2.062 -0.230
H -2.135 1.902 -1.838
H 7.007 -2.574 1.298
H 4.118 2.514 -0.070
H -4.742 -4.104 -0.763
H -2.836 4.264 -1.605
H 7.167 -2.667 -0.481
H -5.376 -1.941 -0.438
H -2.929 2.193 -0.267
H -4.866 -0.371 0.183
H 2.590 -2.669 -0.029
H -3.113 -3.522 1.068
H -0.987 0.156 -1.246
H -2.593 4.524 0.842
H -1.967 -1.596 -1.879
H -1.834 -3.372 -0.139
H -1.575 5.715 0.025
H 6.428 1.648 0.153
```

Least stable = model ii